No. 1
31
Properties=species:S:1:pos:R:3:forces:R:3 method="wB97M-V/def2-TZVPD" homo_lumo_gap_ev="7.00 / 6.29" lumo_ev="-5.11 / -5.87" charge=+1
H -0.1594 2.2630 -2.0490 -0.804 -0.650 1.016
C 1.7242 -2.0659 -0.0569 0.723 0.486 0.393
N 1.2212 -0.6355 2.2095 0.984 -0.918 0.931
H -1.8179 -3.7067 -3.1409 -0.309 3.151 1.706
C 0.2628 2.8859 3.2088 -0.080 1.849 0.352
C 1.5885 -1.6246 1.5431 -0.893 -0.370 -0.973
H -1.1753 1.4720 0.1538 -0.711 -0.352 0.186
H 1.0273 3.2630 4.0168 -1.750 0.277 -1.759
C -0.5481 0.5858 0.1528 -1.349 -2.287 0.623
C -0.6679 0.0457 -1.3813 2.270 2.302 1.746
H 0.3695 3.2793 2.1888 0.541 0.582 0.476
C -1.8160 -2.6206 -2.5669 -0.373 -1.838 -1.333
H -2.2817 0.0128 -2.7961 -0.630 0.206 -0.447
H -0.8320 3.1987 3.4428 1.855 -1.110 0.274
H -0.9586 -0.3482 0.7590 0.539 2.220 -0.687
C 1.2420 -1.1649 -1.0435 -1.487 0.700 -0.647
H 2.7826 -2.0712 -0.2066 1.159 -0.280 0.388
O 0.6487 1.0883 0.7663 0.320 -0.256 -0.845
C 0.6512 1.4883 3.1328 -0.732 -0.784 0.340
H 1.3723 -3.0658 -0.1688 -0.474 -0.754 0.287
C -0.0196 -1.2295 -1.7110 1.676 2.183 1.674
C -0.4722 1.2467 -2.3378 -0.014 -0.092 -0.009
H 0.8503 1.0198 4.0465 0.309 -0.774 1.314
H -2.7056 -1.9172 -2.4723 1.428 -1.098 -0.042
O -0.6203 -2.3224 -2.1735 0.169 -0.835 0.198
H 0.1080 1.1232 -3.2194 -0.227 -1.029 -1.026
H -2.3546 1.2581 -1.3765 -1.171 -0.103 -0.166
H 1.7555 -0.1542 -0.9738 -1.156 -1.143 -0.486
H 1.7919 -2.6088 1.9864 0.080 0.564 0.599
C -1.8260 0.6107 -2.0425 0.683 1.445 -0.814
C 0.8591 0.6942 2.1092 -0.575 -1.291 -3.270

No. 2
31
Properties=species:S:1:pos:R:3:forces:R:3 method="wB97M-V/def2-TZVPD" homo_lumo_gap_ev=7.75 lumo_ev=0.38 charge=0
C -2.4999 0.3041 -0.8433 -1.912 -1.796 -3.077
C -3.2909 1.9104 0.7780 2.099 0.137 0.756
C 1.3415 -0.4041 -0.6441 -2.483 -1.191 0.343
C 2.6984 -1.5684 0.9549 -2.093 -1.915 1.057
H -0.5268 0.6119 1.6592 0.065 0.675 -0.487
P 2.4465 1.9944 0.2390 0.672 -0.102 1.800
H 0.1079 -1.1816 -2.8796 0.001 0.068 -1.265
H -4.4202 1.0658 -0.7787 -2.125 -0.227 -1.130
H 3.5915 -1.3165 0.4895 2.003 0.512 -0.308
C -1.1730 0.3348 -0.3719 2.941 -0.661 0.441
H -1.8937 2.7249 2.1482 -0.101 -0.648 -0.447
H -2.7091 -0.4120 -1.7870 0.061 2.158 2.412
C -3.4844 1.0687 -0.3609 1.393 -0.541 0.431
H 0.8887 -2.3942 0.0962 -1.850 -0.835 1.054
C 1.7208 -1.8552 -0.1955 0.771 3.417 2.235
N 1.8799 0.4746 0.3471 -1.184 -1.614 1.940
H 1.0554 -0.7655 2.0180 0.677 1.147 -0.276
H -1.5471 -1.4588 -2.0297 0.595 -0.609 -1.183
H -0.0148 1.9357 0.5008 -1.423 -0.513 0.814
H -4.0902 2.4764 1.1811 -0.683 0.431 0.252
H -0.0771 -2.3821 -1.5858 -0.542 0.514 -0.911
O 2.1858 2.5014 -1.0906 -0.324 0.778 -2.012
H 2.6343 0.2687 2.2086 -0.204 -0.498 0.902
H 2.7936 -2.4623 1.6259 0.126 0.898 -0.462
C -0.1817 -0.4298 -0.9519 0.030 2.093 1.375
C -2.0617 2.0018 1.3249 -0.840 1.335 0.299
H 2.1391 -2.3983 -0.9189 1.902 -1.978 -3.066
C 2.0130 -0.3645 1.5804 0.890 0.506 -0.740
H 1.8101 -0.1302 -1.5224 0.931 0.289 -2.287
C -0.8784 1.2649 0.8222 0.999 -0.617 -0.593
C -0.4574 -1.4149 -2.0134 -0.390 -1.212 2.133

No. 3
31
Properties=species:S:1:pos:R:3:forces:R:3 method="wB97M-V/def2-TZVPD" homo_lumo_gap_ev=10.02 lumo_ev=0.88 charge=0
H -4.5338 0.2409 -0.9449 0.820 0.539 1.653
C 4.6329 0.9477 0.2760 -0.537 -0.875 -0.257
C -0.5717 -0.5769 1.4611 1.606 -1.084 0.568
H -2.5078 2.1157 0.6032 -0.659 0.269 -0.269
C 3.0570 -0.8712 -1.0720 -0.950 -0.764 -0.667
C 0.9963 0.2303 0.0799 -0.006 0.399 -2.291
H -3.0892 -2.3502 -0.0310 0.528 0.564 -0.533
H -4.9333 1.2202 0.4877 -0.001 -0.237 0.566
C -0.7198 -1.2032 0.0667 0.231 1.279 1.680
H 0.6670 1.2755 -0.2645 0.396 -1.098 0.442
H -1.3552 0.0899 1.7377 -0.652 0.831 -0.049
H 6.2243 0.0356 -0.7799 3.116 0.110 -0.448
C 5.2316 0.0252 -0.6003 -3.183 0.989 1.462
C -2.1679 1.4009 -1.3021 -0.029 0.615 0.332
H -1.6398 -2.3052 -1.8024 -0.608 0.291 -0.560
H 5.2018 1.6131 0.8301 1.306 1.237 0.794
C 3.2727 0.9781 0.4795 -1.107 0.093 -0.459
P -1.7396 -2.5848 -0.4540 0.260 -1.298 0.861
H -1.3644 2.1144 -1.4858 0.085 -0.345 0.275
H 2.4765 -1.6065 -1.6462 0.018 0.531 0.400
H -2.2746 0.6401 -2.0656 -0.505 0.121 -0.102
H -3.7552 -0.2917 0.6799 -1.226 1.951 -0.832
C 2.4738 0.0559 -0.2486 -0.398 1.385 1.842
H 4.9404 -1.4674 -2.0843 -1.232 0.628 1.732
N 0.1697 -0.7100 -0.6711 0.515 0.017 -1.188
O 0.7477 0.0335 1.4326 -1.359 -0.020 -0.120
C 4.4229 -0.8594 -1.2395 1.663 -1.334 -2.694
C -4.1157 0.6506 0.0596 0.208 -2.457 -1.035
H -0.4065 -1.2717 2.2625 -0.714 -0.801 0.378
H 2.7230 1.7448 1.1308 1.213 -1.233 -0.907
C -2.9276 1.5059 -0.2054 1.202 -0.303 -0.576

No. 4
29
Properties=species:S:1:pos:R:3:forces:R:3 method="wB97M-V/def2-TZVPD" homo_lumo_gap_ev=9.65 lumo_ev=0.91 charge=0
H -3.4711 -0.2175 -0.4809 0.242 -0.122 -0.200
H 0.1863 -2.4014 1.4962 0.412 0.209 -0.197
C 2.2029 -2.3845 0.4720 -0.250 0.207 1.063
H 2.8823 -1.7026 -0.0565 -0.452 -0.258 0.228
C -2.4355 0.1073 -0.5763 0.733 0.596 -0.114
H 2.3456 0.9392 -0.5057 -0.271 0.445 0.016
C -3.0854 1.5581 -2.5622 0.008 -0.454 0.639
H -1.8554 -1.0247 1.1416 0.337 0.405 -0.248
C 1.5754 1.7186 -0.6359 -0.254 -0.436 -0.073
C 2.3515 -2.4310 1.9942 -0.378 1.289 -0.652
H 1.7005 2.5084 0.0984 0.237 0.015 0.253
H -3.1081 2.6410 -2.5076 -0.055 0.193 -0.062
C -0.7529 1.5124 -1.5519 -0.462 -0.425 0.476
H -4.0838 1.1688 -2.2912 0.448 0.158 -0.473
H 2.0497 -3.3520 -0.0183 -0.197 0.585 0.072
H -0.4121 0.6802 2.6539 -0.042 0.070 0.140
H 3.0797 -1.7390 2.4332 -0.293 -0.326 -0.129
C 0.1736 1.1405 -0.5518 -0.179 -0.229 -0.411
O 0.1011 -0.1277 2.7343 0.352 -0.092 0.980
H 2.2274 -3.3599 2.5217 0.028 -0.190 -0.009
H -2.7718 1.2673 -3.5526 -0.357 -0.056 -0.549
C 1.0957 -1.7955 1.3862 0.538 -0.665 -0.316
H -0.4818 2.2518 -2.3013 0.232 -0.080 0.074
H 1.7112 2.1725 -1.6127 0.107 0.017 -0.112
C -1.5075 -0.2957 0.3950 -0.131 0.048 0.081
C -2.0673 1.0168 -1.5990 0.393 -0.163 1.794
C -0.1939 0.2221 0.4562 0.042 -0.278 -1.583
H 1.7527 0.2216 1.5096 -0.100 0.343 -0.069
C 0.7908 -0.2952 1.5115 -0.686 -0.806 -0.620

No. 5
29
Properties=species:S:1:pos:R:3:forces:R:3 method="wB97M-V/def2-TZVPD" homo_lumo_gap_ev=8.27 lumo_ev=-0.08 charge=0
H 3.8218 -1.2291 -0.1993 0.745 -0.864 -0.238
H -2.8948 -0.4737 -0.9918 -0.302 -1.503 -1.335
C -3.2490 1.3401 -0.1019 -1.034 -0.314 -1.801
C 1.7801 -1.1814 -1.5992 0.738 1.872 0.504
C -2.9137 2.2535 0.8353 2.968 0.644 2.350
C -1.8734 1.8935 1.7695 -0.867 -0.357 -0.536
C -1.5814 -0.2368 0.7287 -3.187 -0.914 -2.489
H 1.0685 1.4470 0.2862 -1.226 1.113 2.245
S 1.3414 -1.1213 1.0558 -2.317 -0.494 -0.770
C 1.3382 1.0985 -0.6342 -0.195 -1.861 -1.595
C -2.6505 0.1035 -0.1696 1.771 0.671 1.886
H -0.3929 0.3104 2.3086 -1.051 0.888 -0.100
H 0.5102 0.8179 -1.2960 -0.167 1.239 0.168
C -0.9585 -1.5202 0.5559 3.864 -0.408 0.593
C -1.2606 -2.7773 0.2747 0.701 -1.521 0.058
H -2.3459 -3.0619 0.1826 1.149 0.286 0.011
H -3.9168 1.6067 -0.9399 0.163 -0.083 0.687
C 2.0209 -0.1981 -0.4700 -0.302 -2.804 1.416
H -3.1612 3.2975 0.7673 -0.613 0.107 0.114
H 0.7572 -1.2334 -1.7746 -1.923 -0.654 -0.315
C -1.2820 0.6410 1.7137 1.666 0.421 1.149
H 2.2136 -0.7263 -2.4638 0.668 -0.212 -0.973
C 3.5066 -0.2197 -0.2376 -0.041 2.298 3.843
H 4.0010 0.4045 -0.9618 0.449 0.022 -0.378
H 2.0546 1.7554 -1.0036 0.827 1.558 -1.405
H -0.4589 -3.6618 0.1969 -1.934 2.386 0.158
H -1.4427 2.5132 2.5413 -0.488 0.667 -0.112
H 2.2229 -2.0701 -1.2439 0.307 -1.342 -0.509
H 3.7455 0.2283 0.8707 -0.372 -0.840 -2.625

No. 6
29
Properties=species:S:1:pos:R:3:forces:R:3 method="wB97M-V/def2-TZVPD" homo_lumo_gap_ev="6.63 / 6.64" lumo_ev="-0.13 / -0.13" charge=0
C 0.9525 0.0339 -0.6729 -0.788 0.359 0.965
C -2.5560 0.0876 0.3510 0.610 3.335 1.555
H 4.3499 -2.0890 0.0040 0.518 0.048 -1.202
H 4.0193 -1.8058 1.6515 -0.361 0.770 0.775
H -3.3388 -1.2752 -0.8532 -2.247 -0.477 -1.968
H -3.3921 0.2253 1.1050 1.012 -0.627 -0.531
C -2.4850 -1.2159 -0.2953 1.102 -1.197 1.413
H 1.4246 2.0879 2.0597 0.153 0.585 0.944
H -1.5951 1.3141 2.5424 0.921 0.379 -0.321
H 2.3581 -0.0159 -2.3099 0.538 -0.527 -1.859
Si -0.9927 0.9417 1.2089 -0.985 -1.183 -0.565
C -2.9146 1.0332 -0.7751 -0.351 0.249 -1.074
C 1.1577 -1.3518 0.0143 1.774 0.393 -1.479
C 0.6282 1.0079 0.4992 -3.244 -1.759 -0.992
H 4.1837 1.1472 -1.0962 0.739 0.285 -0.519
H -2.7894 2.0785 -0.6426 -0.107 1.128 0.732
C 3.6320 -1.6662 0.6605 0.541 -1.705 0.583
H -2.3096 0.8676 -1.6544 0.446 -0.423 -0.332
H 0.6564 -2.2635 -0.1748 -1.718 -0.393 -0.176
C 2.3847 -1.6320 0.3295 0.195 0.577 0.956
C 2.2286 0.4477 -1.3943 -0.537 0.612 2.454
C 3.2013 1.0798 -0.7057 -1.370 -0.179 1.149
C 2.9714 1.5893 0.6804 -0.850 0.332 -0.644
H -2.5857 -2.0172 0.4108 0.663 -0.731 0.307
H 0.0726 -0.0721 -1.3353 0.583 0.202 0.092
H 3.8070 2.0937 1.2138 -0.839 -0.532 -0.387
C 1.6699 1.6021 1.1513 3.666 0.951 0.243
H -3.9319 0.8576 -1.1091 -0.370 0.001 -0.016
H -1.6284 -1.2672 -0.9456 0.305 -0.472 -0.102

No. 7
47
Properties=species:S:1:pos:R:3:forces:R:3 method="wB97M-V/def2-TZVPD" homo_lumo_gap_ev=6.42 lumo_ev=4.32 charge=-2
C 0.8806 -4.4149 0.3607 0.135 0.020 -0.119
N 0.6223 3.0152 -0.2228 -0.034 -0.049 -0.031
C -3.5243 0.7206 -1.4825 0.024 0.019 -0.025
N 2.0899 4.6556 -0.0512 0.010 0.002 0.020
C -4.3675 2.8941 -1.9574 0.050 -0.007 -0.015
N 1.1265 -5.6870 -0.1314 -0.045 0.021 0.028
N 0.8436 5.1278 0.1572 -0.023 -0.011 -0.019
H 1.4700 2.3818 2.2187 -0.019 -0.020 -0.020
H 1.6630 -2.5429 -0.2620 0.059 -0.001 0.164
C 0.6138 2.3991 2.8904 -0.007 -0.004 0.017
S -0.2511 -4.0803 1.5331 -0.030 -0.053 0.083
H -6.3800 3.3481 -1.4729 -0.003 -0.003 0.003
H -6.8050 1.0227 -0.5747 -0.001 0.002 0.000
C -5.6125 2.5859 -1.4710 -0.009 0.022 -0.004
N 1.9182 0.3589 -0.4696 0.000 -0.015 -0.018
S -0.4688 1.0043 2.5531 0.039 -0.027 0.081
C 1.9033 3.3619 -0.2781 0.023 -0.018 0.089
C -4.7967 0.4051 -0.9840 -0.003 0.008 -0.001
H 0.0462 3.3104 2.7127 0.008 0.001 0.002
H 1.5060 -0.1508 1.9069 0.020 -0.006 -0.022
S -2.2334 -0.4140 -1.4983 -0.020 -0.008 0.062
H 0.2808 -1.2309 2.6052 0.006 -0.001 -0.006
N 2.4249 -0.8846 -0.5834 -0.019 -0.006 0.007
H 3.8704 2.9691 -0.6088 0.008 -0.005 0.035
N 2.9818 2.5176 -0.4934 -0.015 0.023 -0.153
N -0.0201 4.1730 0.0596 0.006 0.022 0.034
N 1.7040 -3.5745 -0.2649 -0.112 -0.030 -0.087
N 3.7052 -0.8271 -0.7541 -0.008 -0.022 -0.067
H 0.8747 -6.4342 0.4930 0.011 -0.009 -0.008
C -5.8395 1.3043 -0.9759 0.002 -0.010 0.003
O -2.2271 2.3613 -2.4900 0.022 -0.034 -0.031
H 3.2318 -5.9594 -0.1871 -0.005 0.004 0.011
Ag -0.3815 0.9552 -0.6788 0.021 0.198 -0.169
N 4.1060 0.4524 -0.7704 0.017 0.002 0.058
C 0.7825 -0.2696 2.7117 -0.020 -0.036 -0.019
N -3.3481 1.9961 -1.9937 -0.009 -0.042 0.039
H 3.5043 -3.8470 -1.3114 -0.004 0.009 -0.011
C 2.9819 1.1463 -0.5860 -0.028 -0.005 0.034
C 2.4882 -4.2367 -1.2907 0.030 0.003 0.006
H 1.2487 -0.1847 3.6946 -0.020 0.010 0.009
H 0.9172 2.3158 3.9353 0.004 0.009 -0.001
H -4.9149 -0.5923 -0.5840 0.000 0.000 0.001
C 2.3951 -5.6986 -0.8470 0.010 -0.002 -0.008
H -4.0800 3.8574 -2.3501 -0.028 0.007 0.006
H 2.3779 -6.3920 -1.6880 0.011 -0.004 0.004
H 2.0384 -4.0905 -2.2783 -0.014 -0.006 0.007
O -1.3470 0.8719 3.7599 -0.037 0.050 0.033

No. 8
35
Properties=species:S:1:pos:R:3:forces:R:3 method="wB97M-V/def2-TZVPD" homo_lumo_gap_ev=8.25 lumo_ev=3.03 charge=-1
H 3.0676 1.6723 0.5602 0.154 -0.088 0.113
S -3.5233 0.0548 2.8492 -0.061 -0.102 0.119
C 3.0705 1.0670 -1.4243 0.207 -0.294 0.023
H 1.9193 -1.9635 -0.9786 0.013 -0.004 -0.005
H -4.0103 0.6217 1.7448 -0.018 0.082 -0.074
F -1.4381 2.4149 0.8223 0.015 -0.023 0.067
H -2.7702 -1.8981 -2.2777 -0.065 0.044 0.005
H -1.9486 -1.5586 2.0491 0.087 -0.013 -0.042
H 0.4796 2.6676 -1.8803 0.003 -0.075 -0.083
H -1.3520 -3.7581 -3.0912 0.007 0.000 0.002
C -1.7214 -1.9381 -2.0009 0.319 -0.236 -0.038
C -0.7468 -0.0238 3.0042 0.078 -0.174 -0.015
Al 0.7247 0.5084 0.4047 -0.117 -0.203 -0.023
F 4.3480 1.6264 -1.5405 -0.081 0.106 -0.036
H -1.8629 -0.0642 1.1375 -0.020 0.078 0.001
O 2.4988 0.8508 -2.4400 0.013 0.079 0.073
C -1.9204 -0.4727 2.1433 -0.018 -0.054 0.006
C -0.9289 -2.9866 -2.4596 -0.149 0.167 0.061
C -0.4548 2.6880 -1.3158 -0.039 0.150 0.103
H -0.7670 -0.6077 3.9345 -0.064 0.119 0.095
C 0.4046 -3.0006 -2.0813 0.046 0.073 0.061
H 1.0656 -3.7929 -2.4142 0.006 -0.024 -0.011
H -0.8696 3.7009 -1.3886 -0.021 -0.015 -0.002
N -1.2736 -0.9580 -1.2217 -0.024 0.113 0.039
C 0.8758 -1.9769 -1.2749 -0.208 0.026 -0.061
H -1.1584 1.9948 -1.7767 0.054 -0.084 -0.053
C 0.6078 -0.1810 2.2974 -0.003 0.236 -0.106
H 0.9031 -1.2378 2.2813 0.012 -0.048 0.013
C 2.7145 0.8096 -0.0116 -0.399 0.222 -0.126
H 3.3111 -0.0470 0.3181 0.039 -0.012 -0.002
C -0.1831 2.2976 0.1230 0.098 0.023 -0.084
H -0.9072 1.0191 3.2797 0.010 0.064 -0.059
H 0.4510 3.0790 0.5693 -0.057 0.029 0.045
C 0.0277 -0.9423 -0.8399 0.136 -0.086 -0.062
H 1.3670 0.3351 2.8992 0.052 -0.076 0.054